(1)
76
Properties=species:S:1:pos:R:3:forces:R:3 method="wB97M-V/def2-TZVPD" spin_multiplicity=1 charge=+1 gap_ev=6.615 homo_ev=-9.51 e_tot_ha=-2594.930638
Ca 0.943 -0.699 0.300 -0.600 0.132 -0.525
P 1.439 1.373 -1.580 1.006 0.120 0.109
P -1.605 -1.453 1.319 0.382 -0.451 0.782
N -0.626 -0.921 -1.583 0.041 -1.808 -1.523
C 0.755 0.558 -3.089 0.462 0.379 -0.442
H 0.521 1.371 -3.788 0.102 -0.210 -0.120
H 1.557 -0.029 -3.554 -0.203 0.085 0.212
C -0.500 -0.290 -2.914 -0.337 0.333 0.919
H -1.362 0.366 -2.942 -0.365 0.356 -0.529
H -0.574 -0.982 -3.772 -0.052 -0.015 0.407
C -1.919 -1.630 -1.544 0.014 0.971 0.325
H -2.074 -2.390 -2.331 0.338 0.277 0.085
H -2.626 -0.831 -1.725 -0.748 0.096 -0.233
C -2.269 -2.263 -0.201 -0.403 -0.481 0.454
H -1.968 -3.318 -0.181 0.032 0.296 -0.004
H -3.362 -2.254 -0.084 0.134 -0.210 -0.167
C -3.061 -0.761 2.241 0.200 0.150 -0.337
C -2.632 0.196 3.372 -0.167 0.001 0.001
H -3.530 0.712 3.748 0.317 -0.138 -0.032
H -1.921 0.966 3.035 -0.191 -0.282 0.039
H -2.176 -0.348 4.213 -0.180 0.232 -0.303
C -0.926 -2.878 2.346 -0.129 0.199 -0.450
C -0.502 -2.436 3.758 0.096 -0.240 0.067
H 0.136 -3.225 4.189 -0.222 0.236 -0.048
H -1.368 -2.310 4.426 0.293 -0.050 -0.259
H 0.084 -1.504 3.766 -0.212 -0.170 -0.093
C 3.289 1.018 -1.665 -0.495 -0.114 -0.104
C 4.082 1.796 -0.600 0.239 -0.117 -0.063
H 5.080 1.339 -0.512 -0.251 0.207 -0.017
H 3.620 1.765 0.399 -0.004 0.022 -0.291
H 4.226 2.850 -0.886 -0.068 -0.383 0.084
C 1.223 3.201 -1.826 -0.265 -0.245 0.134
C 1.484 3.997 -0.530 -0.048 0.124 -0.105
H 1.147 5.034 -0.686 0.161 -0.292 0.112
H 2.556 4.022 -0.279 -0.411 0.015 -0.082
H 0.939 3.595 0.337 0.156 0.046 -0.301
C -0.871 1.150 0.162 -3.072 2.326 -0.754
O -1.778 1.830 -0.112 2.673 -2.092 0.659
C -1.805 -4.131 2.390 0.258 -0.297 0.327
H -2.696 -3.988 3.015 0.321 -0.090 -0.250
H -2.115 -4.468 1.394 0.043 0.059 0.298
H -1.206 -4.936 2.840 -0.252 0.036 -0.107
C 3.924 1.160 -3.051 0.473 -0.084 0.120
H 4.937 0.738 -2.991 -0.176 0.118 -0.193
H 3.381 0.607 -3.826 0.189 0.189 0.173
H 4.016 2.211 -3.356 -0.025 -0.422 0.077
C 1.991 3.803 -3.003 -0.214 0.417 -0.045
H 1.588 4.810 -3.185 0.169 -0.184 -0.050
H 3.061 3.919 -2.779 -0.350 -0.092 -0.065
H 1.865 3.228 -3.928 0.124 0.104 0.206
C -4.066 -1.794 2.748 -0.389 0.278 0.112
H -3.698 -2.322 3.638 -0.077 0.152 -0.320
H -4.977 -1.255 3.045 0.118 -0.215 -0.013
H -4.352 -2.520 1.977 0.110 0.090 0.221
H -3.546 -0.150 1.456 0.043 -0.151 0.242
H 0.139 3.267 -2.041 0.282 0.051 0.017
H 0.002 -3.135 1.790 -0.354 0.003 0.187
H 3.321 -0.057 -1.382 0.054 0.366 -0.189
H 0.184 -1.806 -1.577 -0.506 1.418 0.588
H 1.074 -2.198 -1.072 1.207 -1.391 -0.067
C 4.505 -1.178 3.597 0.323 -0.222 0.129
N 3.460 -0.176 3.458 0.294 0.319 0.579
C 3.315 0.879 4.308 -0.326 -0.033 -0.362
C 2.317 1.788 4.130 0.521 0.535 1.047
C 1.438 1.619 3.053 -0.724 -1.051 -1.760
N 1.602 0.575 2.228 0.274 0.331 0.601
C 2.608 -0.320 2.425 -0.893 -1.152 -1.969
O 2.729 -1.302 1.616 0.165 1.507 1.598
N 0.413 2.449 2.773 0.442 0.632 1.098
H 4.058 -2.168 3.731 0.114 0.243 -0.039
H 5.090 -0.903 4.470 0.147 -0.146 0.014
H 5.134 -1.190 2.701 -0.160 -0.002 0.223
H 4.048 0.908 5.101 -0.117 0.231 0.097
H 2.170 2.639 4.786 0.293 -0.219 0.098
H 0.255 3.250 3.385 -0.017 -0.486 -0.490
H -0.219 2.299 1.996 0.396 -0.145 0.261

---

(2)
68
Properties=species:S:1:pos:R:3:forces:R:3 method="wB97M-V/def2-TZVPD" spin_multiplicity=1 gap_ev=4.710 homo_ev=-8.01 e_tot_ha=-12241.282100
C 1.204 2.876 0.893 0.027 1.217 0.307
C 0.786 3.288 -0.592 -0.788 -0.523 0.220
C 0.881 2.082 -1.664 -0.735 1.679 0.093
Br 2.563 2.457 -2.717 -0.824 -0.438 0.359
N 0.872 0.726 -1.044 1.610 -1.483 -0.654
C 1.524 -0.312 -1.883 -2.940 1.866 -0.819
N 2.762 -0.756 -1.809 -1.240 0.819 -1.285
P 3.755 -0.044 -0.484 -0.484 -1.240 3.961
S 3.226 -1.026 1.140 0.303 0.437 -0.983
C 3.289 -1.793 -2.770 -0.633 -1.473 -1.043
I 4.762 -0.899 -4.154 -0.705 -0.302 0.764
C 3.819 -3.112 -2.049 0.153 0.864 1.513
C 5.253 -2.999 -1.355 0.591 -1.033 -0.198
I 3.757 -4.834 -3.416 -0.123 1.000 0.472
N 0.455 -0.741 -2.827 1.626 -0.265 0.088
Cl 0.671 0.018 -4.353 0.249 -0.266 0.028
C -0.930 -0.674 -2.196 1.626 0.223 0.925
C -2.019 0.000 -3.104 -1.750 -1.043 -2.446
Cl -2.660 1.706 -2.840 1.310 -1.930 0.292
C -2.599 -0.656 -4.221 1.055 0.642 1.386
C -2.185 -2.105 -4.701 -0.615 0.288 0.038
Cl -3.890 0.177 -5.220 1.766 -1.228 1.296
C -1.122 -2.182 -1.696 -3.367 -1.881 0.795
Br 0.301 -3.565 -1.973 -1.012 1.605 0.015
C -2.295 -2.659 -1.071 1.645 1.303 -1.279
C -3.568 -1.760 -0.792 -0.582 -1.476 0.869
Br -2.420 -4.577 -0.531 -0.174 2.049 -0.348
C -0.451 0.073 -0.825 -0.418 -1.303 1.662
C -1.517 0.750 0.134 -0.426 0.680 0.721
C -1.411 0.053 1.593 0.986 2.529 1.041
C -2.247 1.000 2.556 -0.617 -0.911 1.279
F -1.898 2.386 2.662 -1.251 -2.078 -1.941
C -3.366 0.588 3.349 1.389 0.370 -0.383
F -3.108 -0.071 4.560 -2.181 0.378 -4.052
F -4.672 0.904 2.894 2.644 -0.057 2.929
H 0.293 2.599 1.529 1.382 0.165 -1.001
H 1.989 2.063 0.965 -1.008 0.913 -0.119
H 1.623 3.823 1.388 -0.504 -1.469 -0.623
H 1.350 4.189 -1.005 -0.632 -1.399 0.663
H -0.314 3.609 -0.553 1.443 -0.449 -0.161
H 0.013 2.158 -2.391 1.258 -0.026 0.562
H 5.151 -0.269 -0.667 -0.748 0.454 -1.065
H 3.448 1.325 -0.234 0.313 -0.440 -1.195
H 2.438 -2.124 -3.462 1.085 0.844 1.212
H 3.061 -3.360 -1.228 0.936 0.347 -1.304
H 5.193 -3.119 -0.228 -0.171 0.267 -1.396
H 5.836 -2.059 -1.596 -0.857 -1.050 0.098
H 5.886 -3.872 -1.740 -0.754 1.375 0.631
H -2.759 -2.384 -5.650 0.931 0.563 1.322
H -1.059 -2.195 -4.878 -1.586 0.225 0.271
H -2.496 -2.841 -3.896 0.463 0.828 -0.941
H -4.426 -2.486 -0.556 1.235 1.060 -0.390
H -3.438 -1.154 0.172 -0.109 -0.739 -1.579
H -3.923 -1.140 -1.670 0.829 -0.580 1.035
H -0.126 -0.838 -0.200 -0.380 1.267 -0.848
H -2.589 0.723 -0.268 1.740 -0.175 0.436
H -1.324 1.862 0.342 -0.064 -1.645 -0.670
H -1.756 -1.024 1.599 0.353 1.343 0.207
H -0.313 0.185 1.900 -1.247 -0.770 -0.570
B -2.049 1.857 6.847 -1.725 -1.022 0.066
O -1.794 2.986 7.759 0.735 0.023 -0.318
C -0.525 3.353 7.598 -1.247 1.722 2.039
O 0.007 4.254 8.198 0.033 -0.357 -0.350
C 0.108 2.493 6.585 1.250 -1.617 -1.908
O 1.253 2.561 6.204 -0.327 0.127 0.173
O -0.779 1.609 6.137 0.362 0.495 0.214
F -3.075 2.198 5.912 0.646 -0.162 0.566
F -2.430 0.699 7.591 0.248 0.864 -0.674

---

(3)
103
Properties=species:S:1:pos:R:3:forces:R:3 method="wB97M-V/def2-TZVPD" spin_multiplicity=1 charge=+1 gap_ev=7.614 relative_energy_kcal_mol=5.6 homo_ev=-10.25 e_tot_ha=-6623.530759
Cd -0.048 0.814 -0.313 -0.468 0.246 -0.341
C -2.002 4.178 0.389 0.222 -0.197 -0.180
C -2.857 3.913 -0.851 0.144 -0.262 -0.053
S -2.786 2.199 -1.470 -0.151 0.053 -0.005
C -2.450 2.454 -3.228 0.055 0.007 0.276
C -1.117 3.098 -3.581 0.208 -0.150 0.072
S 0.345 2.339 -2.797 0.004 -0.033 0.074
C 1.167 3.787 -2.083 -0.095 -0.192 -0.051
C 0.408 4.590 -1.031 0.046 -0.164 0.160
S -0.272 3.613 0.353 -0.177 0.084 0.049
H -2.420 3.669 1.259 -0.038 0.052 0.009
H -1.985 5.248 0.599 -0.116 0.003 0.073
H -2.558 4.564 -1.672 -0.048 0.049 0.024
H -3.900 4.121 -0.615 0.016 0.136 0.011
H -3.264 3.048 -3.645 0.005 -0.049 -0.107
H -2.514 1.450 -3.647 -0.020 0.026 -0.070
H -1.101 4.155 -3.321 -0.055 0.016 -0.050
H -0.970 3.011 -4.657 -0.016 0.135 -0.023
H 1.446 4.446 -2.905 0.062 0.054 0.044
H 2.083 3.385 -1.648 0.043 0.027 -0.035
H -0.414 5.160 -1.461 0.016 0.011 -0.027
H 1.117 5.288 -0.588 -0.045 0.090 -0.050
O 3.230 3.373 0.374 0.027 0.043 0.016
C 4.311 2.573 0.565 0.043 -0.066 0.022
C 5.562 3.154 0.738 0.006 0.090 -0.026
C 6.675 2.359 0.947 -0.028 -0.072 0.013
C 6.553 0.976 1.000 0.070 -0.080 -0.028
C 5.307 0.398 0.827 0.002 0.073 0.019
C 4.180 1.181 0.598 -0.098 -0.007 0.012
C 2.843 0.514 0.356 0.025 -0.305 -0.147
O 1.756 1.282 0.679 0.245 0.184 0.038
N 2.804 0.162 -1.095 0.178 0.407 -0.037
N 1.686 -0.430 -1.541 -0.147 -0.181 0.118
C 1.724 -1.134 -2.608 0.223 0.101 0.037
C 0.568 -1.708 -3.259 -0.333 0.054 0.036
Br -1.146 -1.105 -2.630 0.079 -0.044 -0.047
C 0.561 -2.556 -4.292 -0.092 0.002 0.036
C 1.711 -3.231 -4.902 0.165 -0.097 -0.051
C 2.826 -3.655 -4.174 -0.104 0.003 0.024
C 3.869 -4.315 -4.803 0.047 -0.012 0.017
C 3.816 -4.570 -6.165 -0.031 0.024 0.019
C 2.700 -4.180 -6.894 0.044 -0.046 -0.036
C 1.655 -3.527 -6.267 -0.023 0.087 0.016
H 2.455 2.775 0.519 -0.014 -0.028 0.020
H 5.639 4.234 0.714 -0.009 -0.023 0.010
H 7.646 2.816 1.084 -0.024 0.036 -0.001
H 7.421 0.354 1.176 -0.006 0.027 0.005
H 5.200 -0.682 0.874 -0.020 0.008 0.016
H 2.834 -0.442 0.909 -0.045 0.033 0.064
H 3.685 -0.162 -1.479 -0.011 -0.103 -0.042
H 2.673 -1.284 -3.122 -0.007 -0.011 -0.025
H -0.399 -2.777 -4.746 0.009 -0.011 0.019
H 2.854 -3.515 -3.101 0.013 -0.005 -0.002
H 4.719 -4.650 -4.221 -0.007 0.014 -0.014
H 4.632 -5.086 -6.653 -0.016 -0.006 0.001
H 2.642 -4.402 -7.951 -0.002 0.036 0.007
H 0.786 -3.226 -6.841 -0.002 -0.024 0.015
N 3.399 1.894 5.046 -0.039 -0.075 -0.047
C 2.958 0.986 4.497 0.059 0.139 0.087
C 2.395 -0.139 3.809 -0.021 -0.124 -0.073
C 3.019 -1.383 3.808 -0.001 0.071 0.031
C 2.426 -2.416 3.106 0.026 -0.059 -0.030
C 1.243 -2.165 2.429 -0.043 0.093 0.021
N 0.633 -0.977 2.433 0.094 -0.301 -0.072
C 1.199 0.011 3.113 -0.050 0.004 0.041
H 3.944 -1.525 4.352 0.008 -0.006 -0.023
H 2.873 -3.400 3.078 -0.013 0.011 0.011
H 0.749 -2.948 1.862 0.038 -0.022 0.035
H 0.691 0.966 3.115 0.024 0.025 -0.013
F -7.966 1.465 0.038 -0.030 -0.005 -0.002
C -6.720 1.043 0.296 0.082 0.001 0.007
C -5.933 1.782 1.158 -0.005 0.071 0.009
C -4.645 1.339 1.417 0.009 -0.039 -0.004
C -4.155 0.182 0.820 0.331 -0.041 0.013
C -4.971 -0.536 -0.048 0.025 0.084 0.020
C -6.267 -0.114 -0.308 -0.024 -0.057 -0.083
Sb -2.127 -0.424 1.186 -0.445 -0.179 0.403
C -2.129 -0.133 3.299 0.163 0.095 -0.263
C -2.168 -1.214 4.174 -0.040 0.087 -0.004
C -2.064 -1.016 5.542 -0.009 -0.057 -0.014
C -1.907 0.273 6.017 0.015 -0.013 -0.043
F -1.797 0.467 7.337 -0.006 0.004 0.020
C -1.847 1.366 5.175 0.001 0.074 0.002
C -1.955 1.151 3.808 -0.052 -0.061 -0.024
C -2.486 -2.518 1.066 0.185 0.303 -0.038
C -3.611 -3.041 1.704 0.057 0.000 -0.064
C -3.886 -4.397 1.640 -0.052 -0.012 0.031
C -3.027 -5.213 0.925 0.017 0.089 0.016
F -3.289 -6.523 0.856 -0.015 -0.035 0.000
C -1.911 -4.723 0.275 0.049 -0.035 -0.037
C -1.644 -3.363 0.351 0.010 0.007 0.039
H -6.331 2.679 1.615 -0.011 -0.032 0.004
H -4.027 1.902 2.110 -0.058 -0.001 0.018
H -4.602 -1.436 -0.527 -0.045 -0.025 0.002
H -6.922 -0.667 -0.967 0.008 0.030 0.002
H -2.268 -2.221 3.792 0.020 -0.032 0.045
H -2.095 -1.845 6.236 0.001 0.027 0.009
H -1.705 2.356 5.588 -0.007 -0.015 0.001
H -1.881 2.003 3.140 0.020 0.027 0.033
H -4.280 -2.385 2.248 -0.031 -0.045 0.013
H -4.751 -4.823 2.130 0.015 -0.013 -0.016
H -1.275 -5.400 -0.280 -0.008 0.006 0.009
H -0.776 -2.967 -0.163 0.001 -0.007 0.001

---

(4)
13
Properties=species:S:1:pos:R:3:forces:R:3 method="wB97M-V/def2-TZVPD" spin_multiplicity=1 gap_ev=9.217 relative_energy_kcal_mol=48.8 homo_ev=-9.13 e_tot_ha=-583.641812
H -0.363 0.453 3.482 0.209 -0.578 0.827
N 0.099 0.411 2.595 -0.769 0.824 -1.252
C -0.052 -0.533 1.818 1.584 -0.894 -1.269
I -0.457 -2.632 2.354 -0.299 0.479 -0.019
C 0.503 -0.500 0.212 -1.579 -0.200 4.051
O 1.430 -1.155 -0.060 1.545 -0.995 -0.838
C -0.331 0.393 -0.540 -0.704 1.080 -2.083
C 0.090 0.456 -2.078 -0.515 0.645 -0.691
H -0.074 1.396 -0.095 -0.729 -0.725 -0.263
H -1.436 0.116 -0.307 1.822 0.701 -0.614
H -0.102 -0.544 -2.709 0.250 2.412 1.566
H 1.201 0.754 -2.201 -1.789 -0.713 0.430
H -0.507 1.384 -2.471 0.974 -2.036 0.156

---

Please write out number 4 again, unchanged.
13
Properties=species:S:1:pos:R:3:forces:R:3 method="wB97M-V/def2-TZVPD" spin_multiplicity=1 gap_ev=9.217 relative_energy_kcal_mol=48.8 homo_ev=-9.13 e_tot_ha=-583.641812
H -0.363 0.453 3.482 0.209 -0.578 0.827
N 0.099 0.411 2.595 -0.769 0.824 -1.252
C -0.052 -0.533 1.818 1.584 -0.894 -1.269
I -0.457 -2.632 2.354 -0.299 0.479 -0.019
C 0.503 -0.500 0.212 -1.579 -0.200 4.051
O 1.430 -1.155 -0.060 1.545 -0.995 -0.838
C -0.331 0.393 -0.540 -0.704 1.080 -2.083
C 0.090 0.456 -2.078 -0.515 0.645 -0.691
H -0.074 1.396 -0.095 -0.729 -0.725 -0.263
H -1.436 0.116 -0.307 1.822 0.701 -0.614
H -0.102 -0.544 -2.709 0.250 2.412 1.566
H 1.201 0.754 -2.201 -1.789 -0.713 0.430
H -0.507 1.384 -2.471 0.974 -2.036 0.156